# C32H35IrN4O4S2

A molecular structure, C32H35IrN4O4S2 (ωB97M-V/def2-TZVPD, the OMol25 dataset).

```
78
Properties=species:S:1:pos:R:3:forces:R:3:lowdin_spin:R:1
Ir -0.377188 0.063581 -0.074144 0.0 0.1 0.4 2.461
S -1.054308 2.089147 1.256907 0.4 -0.5 -0.3 0.342
S -2.563937 0.475779 -1.130939 0.1 -0.2 -0.1 0.445
O -0.719645 -1.123662 1.917706 -0.2 0.1 0.4 0.083
O 2.371114 -0.154045 3.523824 -0.1 -0.2 0.3 0.001
O 6.733405 -1.163727 2.517729 -0.2 0.0 0.1 0.000
O 2.871329 -4.480992 -1.386751 0.3 0.1 0.0 0.000
N 1.926330 0.170363 0.865460 -0.2 0.4 0.2 0.103
N -1.847825 -2.033068 3.618806 0.1 0.0 0.1 0.006
N 4.127781 -0.568138 1.142949 0.1 0.0 0.1 0.004
N 2.652600 -1.869888 -0.020675 -0.3 -0.1 -0.2 0.007
C 0.780282 -4.167617 -2.243352 0.1 -0.1 0.0 0.021
C -3.257851 3.640900 1.275651 0.0 -0.1 0.0 0.016
C 7.642460 -1.669512 -0.931505 0.0 0.0 0.0 0.000
C -4.499475 4.036965 0.860213 -0.1 0.0 -0.1 0.035
C 2.615533 3.512665 3.328500 0.0 -0.1 0.0 0.006
C 1.594993 -2.371139 -0.838114 0.1 0.1 0.2 0.029
C 2.267236 2.563683 1.154147 0.0 0.0 -0.1 0.012
C -1.698681 -0.756327 4.324673 0.0 -0.1 -0.1 0.002
C -2.606329 2.526558 0.689382 -0.2 0.0 -0.1 0.084
C -4.564710 2.248978 -0.750492 0.1 0.0 0.1 0.021
C 2.465266 3.677065 1.963127 0.0 0.0 0.0 0.001
C -5.163053 3.333206 -0.166342 0.1 0.0 0.0 0.037
C 2.837458 -0.706565 0.647623 0.2 -0.1 -0.1 0.012
C -3.275540 1.817178 -0.343389 -0.1 0.1 0.1 0.102
C -2.523333 -3.160518 4.263773 0.1 0.1 -0.1 0.001
C 3.970010 -4.391271 -0.494856 -0.2 -0.1 0.0 0.000
C 0.403343 -1.651016 -1.052119 -0.4 0.2 -0.1 0.081
C 2.578824 2.236720 3.883866 0.0 0.1 0.0 0.001
C 2.388130 1.129223 3.067623 0.0 0.1 0.1 0.004
C 6.473754 -1.386040 -1.625032 0.0 0.0 0.0 0.000
C 2.224206 1.280181 1.682661 0.0 0.2 -0.2 0.009
C 5.792448 -0.675788 3.469027 0.1 0.0 -0.1 0.000
C -1.321007 -2.098859 2.379934 -0.1 0.0 -0.2 0.010
C -1.480641 -3.340278 1.548705 -0.1 -0.1 0.0 0.000
C -0.558100 -2.227447 -1.898639 0.2 -0.3 -0.1 0.040
C 1.782688 -3.630833 -1.441244 0.0 0.0 0.1 0.002
C 5.327625 -0.915044 0.473387 -0.1 -0.1 -0.1 0.001
C 6.517170 -1.185573 1.165405 0.0 -0.1 0.1 0.000
C 5.346639 -1.003771 -0.923020 0.0 0.2 -0.1 0.000
C 2.474864 -0.339002 4.921924 0.0 -0.1 0.0 0.000
C -0.385119 -3.477055 -2.482346 -0.1 0.1 0.0 0.002
C 7.651485 -1.555549 0.445161 0.1 0.0 0.0 0.000
H 6.272691 -0.795522 4.436468 0.1 0.0 0.0 0.000
H -0.498511 -3.628493 1.170102 0.0 0.0 0.0 0.000
H 4.862683 -1.239276 3.461556 0.0 0.0 0.0 0.000
H 4.198527 0.127132 1.860899 0.0 0.2 0.0 0.000
H 0.966908 -5.141042 -2.682539 0.0 0.1 0.0 0.001
H -2.810103 -2.861384 5.266703 0.0 0.0 0.0 0.000
H 8.541656 -1.968204 -1.457054 -0.1 0.0 0.0 0.000
H -0.652289 -0.455126 4.351345 0.0 0.0 0.0 0.000
H 3.464452 -2.447054 0.026534 0.1 -0.1 0.0 0.000
H 2.686954 2.118783 4.952769 0.0 0.0 0.0 0.000
H 5.589393 0.390567 3.328305 0.0 0.0 -0.1 0.000
H 2.754635 4.369515 3.975659 0.0 0.0 0.0 0.000
H 2.387548 -1.408220 5.097050 0.0 0.0 0.0 0.000
H -2.080071 -0.865199 5.336628 0.0 0.0 0.0 0.000
H 3.652306 -4.355303 0.552525 0.0 0.0 0.0 0.000
H 3.438234 0.009123 5.305468 0.0 0.0 0.0 0.000
H 2.485669 4.667468 1.523539 0.0 -0.1 0.0 0.000
H -2.087062 -3.081001 0.677709 0.0 0.0 0.0 0.000
H 8.546392 -1.762564 1.019788 0.0 0.0 0.0 0.000
H -5.066149 1.695835 -1.536076 0.0 0.0 0.0 0.002
H 4.538068 -5.306101 -0.636163 0.0 -0.1 0.0 0.000
H 4.638398 -3.557680 -0.725330 0.0 0.0 -0.1 0.000
H -1.150016 -3.905625 -3.122528 0.1 0.1 0.1 0.000
H -3.429385 -3.452893 3.731003 0.0 0.0 0.0 0.000
H -1.471878 -1.693066 -2.117862 0.0 0.1 0.0 0.003
H -4.971234 4.897078 1.320217 0.0 0.0 0.0 0.002
H 4.444769 -0.751117 -1.469035 0.0 0.0 0.1 0.000
H 6.436949 -1.450052 -2.706321 0.0 0.0 0.1 0.000
H -2.746245 4.176176 2.065789 0.0 0.0 0.0 0.001
H -2.240512 0.037969 3.811454 0.0 0.0 0.0 0.002
H 2.122108 2.674359 0.085628 0.0 0.0 0.0 0.003
H -6.144525 3.650560 -0.497597 0.0 0.0 0.0 0.002
H -1.938713 -4.178157 2.069874 0.0 0.0 -0.1 0.000
H 1.675211 0.181246 5.455298 0.0 0.0 0.0 0.000
H -1.872002 -4.031366 4.347813 0.0 0.0 0.0 0.000
```
Positions in Å, forces in eV/Å.

Summary:
**<S²>**: 6.0218
**Highest occupied orbital energy (spin up / spin down)**: -5.364 / -7.324 eV
**Energy above the lowest of the compared OMol25 structures with the same formula, charge and spin**: 1.3561 eV
**Molar mass**: 796.007 g/mol
**Spin multiplicity**: 5
**LUMO energy (spin up / spin down)**: 0.37 / -1.51 eV

=====

# C32H35N4O3S2SbTc

A molecular structure, C32H35N4O3S2SbTc (ωB97M-V/def2-TZVPD, the OMol25 dataset).

```
78
Properties=species:S:1:pos:R:3:forces:R:3:lowdin_spin:R:1
Sb -0.032786 1.377328 -5.399127 0.0 0.1 -0.5 0.626
Tc -0.342681 -0.496331 0.172799 0.1 -0.1 0.3 1.747
S 1.362242 0.325738 4.301271 0.0 0.0 0.0 0.011
S -3.244412 3.017257 0.722953 0.0 0.0 0.0 0.012
O -3.969440 0.386085 6.175875 0.0 0.0 0.0 0.000
O -4.662193 -1.629699 6.785246 0.1 0.0 0.0 0.000
O 1.100632 0.624203 -0.665849 0.1 0.0 0.0 0.092
N -1.453771 -2.033849 1.063775 -0.1 0.1 -0.1 -0.003
N 0.289497 0.039102 2.039950 0.1 0.0 -0.1 -0.016
N -1.572997 1.133288 0.601491 0.1 0.0 0.1 -0.002
N 0.548673 -2.318373 -0.636928 -0.2 0.0 0.0 0.009
C 1.877975 -3.629616 -2.123343 0.0 0.0 0.0 0.007
C 3.052048 1.765507 -0.026634 0.0 0.0 0.0 0.003
C -4.089281 -0.780930 5.940482 0.0 0.0 0.0 0.000
C 1.189666 -0.518068 2.841981 0.0 0.0 0.0 0.021
C 0.188100 1.477637 3.830471 0.0 0.0 0.0 0.002
C -1.262179 2.953833 -6.088812 0.0 0.0 0.0 0.102
C 0.051398 -4.648263 -0.963894 0.0 0.0 0.0 0.007
C -2.580439 1.672159 -0.067110 0.0 0.0 0.0 0.022
C -2.134142 2.856340 2.015577 0.0 0.0 0.0 0.002
C 5.703308 1.811365 0.803683 0.0 0.0 0.0 0.006
C -1.249069 -3.222853 0.618992 0.1 0.0 0.0 0.048
C 1.690710 1.743718 -0.449367 0.0 0.0 -0.1 0.013
C -3.128375 1.122957 -1.340224 0.0 0.0 0.0 0.003
C -2.549614 -2.284587 4.594763 0.0 0.0 0.0 0.001
C -2.231655 -1.838494 2.260983 -0.1 0.0 -0.1 0.005
C 1.557621 -2.426824 -1.504909 0.0 0.0 0.0 0.003
C -3.529931 -1.302971 4.637264 0.0 0.0 0.0 -0.002
C 1.971941 -1.751151 2.551470 0.0 0.0 0.0 0.002
C -1.888112 -2.551371 3.401354 0.1 0.1 0.0 -0.002
C 1.897014 1.626697 -6.230265 0.0 0.0 0.0 0.102
C 3.687686 2.990460 0.269798 0.0 0.0 0.0 0.003
C 0.907733 2.993087 -0.682004 0.0 0.0 0.0 0.006
C -0.285559 1.181478 2.602546 0.0 -0.1 0.0 0.001
C -3.255113 -0.897164 2.282384 0.0 0.0 0.0 -0.001
C -0.203962 -3.424042 -0.382417 0.0 0.0 0.1 0.001
C 5.001392 3.007728 0.688342 0.0 0.0 0.0 0.000
C 1.121320 -4.755658 -1.851269 0.0 0.0 0.0 -0.002
C -1.324233 1.796991 1.794442 -0.1 -0.1 0.0 0.002
C -0.857703 -0.440387 -6.117172 0.0 0.0 0.0 0.103
C 3.777988 0.560856 0.113232 0.0 0.0 0.0 0.003
C -3.899197 -0.630418 3.473032 0.0 0.0 0.0 0.000
C 5.091266 0.586855 0.516695 0.0 0.0 0.0 0.000
H -1.098632 2.991655 -7.168952 0.0 0.0 0.0 0.019
H 2.181720 2.673888 -6.162808 0.0 0.0 0.0 0.000
H 2.722548 -3.674851 -2.797119 0.0 0.0 0.0 0.000
H 3.153443 3.926636 0.180474 0.0 0.0 0.0 0.000
H -2.304202 2.726708 -5.878975 0.0 0.0 0.0 -0.001
H -2.435597 0.398983 -1.774113 0.0 0.0 0.0 0.001
H 1.357995 -5.706461 -2.311115 0.0 0.0 0.0 0.000
H 0.694434 3.481122 0.273736 0.0 0.0 0.0 0.001
H 1.801642 1.328614 -7.276909 0.0 0.0 0.0 0.018
H 5.487480 3.945716 0.918369 0.0 0.0 0.0 0.000
H 6.739327 1.828668 1.118047 0.0 0.0 0.0 0.000
H -0.966440 3.897989 -5.639362 0.0 0.0 0.0 0.000
H -2.257927 -2.809763 5.496116 0.0 0.0 0.0 0.000
H 1.717792 -2.147943 1.572113 0.0 0.0 0.0 0.000
H 1.772982 -2.512764 3.306957 0.0 0.0 0.0 0.001
H -0.145543 -0.862281 -6.825505 0.0 0.0 0.0 0.008
H 5.657993 -0.329708 0.609106 0.0 0.0 0.0 0.000
H -4.676394 0.121067 3.522713 0.0 0.0 0.0 0.000
H -1.073818 -3.266850 3.380634 0.0 0.0 0.0 0.000
H 3.296827 -0.382162 -0.109346 0.0 0.0 0.0 0.000
H -3.560741 -0.396592 1.373726 0.0 0.0 0.0 0.000
H -0.032328 2.759931 -1.175707 0.0 0.0 0.0 0.002
H -4.764223 -2.522636 6.429907 0.0 0.0 0.0 0.000
H -0.567446 -5.504268 -0.727127 0.0 0.0 0.0 0.000
H -0.099753 2.283138 4.488765 0.0 0.0 0.0 0.000
H -1.042209 -1.146038 -5.312129 0.0 0.0 0.0 0.003
H -4.079645 0.617460 -1.161864 0.0 0.0 0.0 0.001
H 3.041508 -1.539260 2.581257 0.0 0.0 0.0 0.001
H -2.160714 3.526649 2.861207 0.0 0.0 0.0 0.000
H -1.793329 -0.195254 -6.617869 0.0 0.0 0.0 0.006
H 1.474249 3.707942 -1.277429 0.0 0.0 0.0 0.000
H 2.130381 -1.527430 -1.691341 0.0 0.0 0.0 0.000
H -1.802585 -4.069685 1.018271 0.0 0.0 0.0 0.001
H 2.624352 0.993609 -5.730065 0.0 0.0 0.0 0.000
H -3.314514 1.914553 -2.065186 0.0 0.0 0.0 0.001
```
Positions in Å, forces in eV/Å.

Summary:
**<S²>**: 3.7668
**Highest occupied orbital energy (spin up / spin down)**: -18.167 / -18.171 eV
**Energy above the lowest of the compared OMol25 structures with the same formula, charge and spin**: 0.0000 eV
**Molar mass**: 807.551 g/mol
**Charge**: +4
**Spin multiplicity**: 4
**LUMO energy (spin up / spin down)**: -11.98 / -12.81 eV

=====

# C32H36As2MoN5Se2SiTe2

A molecular structure, C32H36As2MoN5Se2SiTe2 (ωB97M-V/def2-TZVPD, the OMol25 dataset).

```
81
Properties=species:S:1:pos:R:3:forces:R:3:lowdin_spin:R:1
Te -1.526012 4.504170 -3.134963 0.1 0.0 0.0 0.028
Te 0.913124 4.676252 -2.018618 -0.1 0.1 0.0 0.033
Mo -0.594172 1.178904 -0.823034 -0.1 0.3 -0.6 1.832
Se -2.316417 2.704811 -1.560061 -0.2 0.0 0.1 -0.185
Se 1.300310 2.201745 -2.170330 0.0 -0.1 0.0 0.121
As 0.360232 2.216424 1.391972 0.2 0.1 0.3 0.005
As 1.160883 -0.627350 -0.053231 0.2 -0.2 0.1 -0.004
Si -0.808706 -2.771912 -4.093146 0.0 0.0 -0.1 0.017
N -4.085255 -0.591258 0.780818 0.5 0.1 0.0 0.011
N -3.402420 -0.012265 -0.147361 -0.1 0.0 -0.3 0.011
N -2.210282 0.223161 0.391034 -0.5 -0.2 0.1 0.021
N -3.450527 -0.776051 1.916769 0.2 0.0 0.0 -0.001
N -5.356992 -1.082772 0.565604 0.0 0.2 0.0 0.003
C -0.950148 2.492488 2.787078 0.0 0.0 0.0 -0.001
C 2.254136 -2.887745 -1.487413 0.0 0.0 0.0 0.000
C -3.176972 3.125334 3.442641 0.0 0.0 -0.1 0.000
C 0.837164 -2.466185 2.188697 0.0 0.0 0.0 0.000
C 1.310064 3.897321 1.393723 0.0 0.0 0.0 0.003
C 2.610088 3.955763 0.898096 0.0 -0.1 0.0 0.001
C 3.088749 -3.509943 -2.405167 0.1 0.0 0.2 0.000
C 0.687203 5.046205 1.861630 -0.1 0.0 0.0 0.000
C 3.245337 -0.761551 -2.039998 0.0 0.2 0.0 -0.001
C 0.361054 -2.089272 0.936832 0.0 0.1 0.0 0.003
C 4.079016 -1.391520 -2.950495 0.0 0.0 0.0 0.000
C 3.273615 5.171691 0.850784 0.0 0.0 0.0 0.000
C 0.835595 -2.747586 -4.975738 -0.1 0.0 0.2 0.004
C -2.265813 -0.250884 1.638925 0.0 -0.2 0.3 0.015
C 1.668162 1.011597 2.234501 0.1 0.1 0.2 -0.003
C 0.225812 -3.501835 2.885099 0.0 0.1 -0.1 0.000
C -2.237762 2.895858 2.447311 0.0 0.0 -0.1 -0.001
C -0.605848 2.327730 4.125700 0.0 0.0 0.0 -0.001
C -2.237161 -2.522281 -5.270873 0.1 -0.1 0.1 0.001
C 2.328200 -1.510422 -1.310874 -0.1 -0.1 0.0 0.000
C -0.728312 -0.415141 -2.122949 0.0 0.1 0.0 -0.017
C -0.805311 -1.364924 -2.887385 0.1 0.0 -0.1 0.106
C -1.552435 2.547829 5.115784 0.0 0.0 0.0 0.000
C -0.855413 -4.167513 2.330870 0.0 0.0 0.0 0.000
C 2.417619 0.185514 1.200087 0.2 -0.1 0.0 -0.005
C -1.327037 -3.799164 1.079962 0.0 0.0 0.0 0.000
C 2.643601 6.324810 1.300848 0.0 0.0 0.0 -0.001
C -2.837099 2.944355 4.774230 0.0 0.0 0.0 0.000
C -0.728241 -2.760233 0.384614 -0.1 0.0 -0.1 0.000
C -1.029693 -4.349834 -3.108198 0.0 0.1 -0.1 0.003
C 1.358260 6.259530 1.812711 0.0 0.0 0.0 0.001
C 3.999134 -2.763680 -3.137031 0.1 0.0 0.1 -0.001
H -1.282940 2.418583 6.153553 0.0 0.0 0.1 0.000
H 3.159458 7.272076 1.256589 0.0 0.1 0.0 0.000
H 3.025814 -4.580118 -2.545554 0.0 0.0 0.0 0.000
H -4.174023 3.449885 3.175912 0.0 0.0 0.0 0.000
H 0.601529 -3.790439 3.855210 0.0 0.0 0.1 0.000
H 0.870503 7.154835 2.169601 0.0 0.1 0.0 0.000
H 3.307127 0.317280 -1.919945 0.0 -0.2 0.0 0.000
H -3.177923 -2.412048 -4.733309 -0.1 0.0 0.1 0.000
H -2.331886 -3.376836 -5.940798 0.0 -0.1 -0.1 0.000
H 1.686683 -1.968653 2.637790 0.0 0.0 0.0 0.000
H 2.345839 1.636295 2.831881 -0.2 -0.2 -0.1 -0.001
H -5.829984 -1.076426 1.465152 0.0 0.0 -0.1 0.000
H -0.322476 5.008235 2.258189 0.1 0.0 0.0 0.000
H 4.784174 -0.805897 -3.522547 0.0 0.0 0.0 0.000
H -2.510764 3.036282 1.402397 0.0 0.0 0.1 -0.003
H 1.546154 -3.482511 -0.921915 0.0 0.0 0.0 0.000
H -2.167067 -4.320661 0.642883 0.0 0.0 0.0 0.000
H 1.112097 0.361398 2.921809 0.1 0.1 -0.1 0.000
H 1.658925 -2.758752 -4.259173 -0.1 0.0 -0.1 0.000
H -2.092324 -1.632485 -5.880265 0.0 0.1 0.0 0.000
H -0.213004 -4.494022 -2.406134 0.1 0.0 0.1 0.000
H -3.570429 3.118378 5.547629 0.0 0.0 0.0 0.000
H 3.047163 -0.584335 1.659172 -0.1 0.1 0.0 -0.001
H -5.813517 -0.460546 -0.097871 0.0 -0.1 0.1 0.000
H -1.454310 -0.223245 2.347905 -0.1 0.0 0.0 0.001
H 0.933203 -1.851172 -5.584209 0.0 0.1 -0.1 0.000
H 4.647832 -3.250093 -3.849438 0.0 0.0 -0.1 0.000
H -1.963114 -4.338185 -2.547309 -0.1 0.0 0.1 0.000
H 0.942314 -3.611459 -5.628223 0.0 -0.1 -0.1 0.001
H -1.054707 -5.212944 -3.772147 0.0 -0.1 -0.1 0.000
H 0.399343 2.042362 4.413604 0.0 0.0 0.0 0.000
H 4.279776 5.219315 0.461526 0.1 0.0 0.0 0.000
H -1.327041 -4.975244 2.871036 0.0 0.0 0.0 0.000
H -1.105548 -2.471279 -0.593193 0.1 0.0 0.1 0.001
H 3.101994 3.067745 0.514762 0.0 0.0 0.0 0.002
H 3.071795 0.804510 0.575977 -0.1 -0.1 0.1 0.000
```
Positions in Å, forces in eV/Å.

Summary:
**<S²>**: 2.1279
**Highest occupied orbital energy (spin up / spin down)**: -9.617 / -9.678 eV
**Energy above the lowest of the compared OMol25 structures with the same formula, charge and spin**: 0.0000 eV
**Molar mass**: 1177.665 g/mol
**Charge**: +1
**Spin multiplicity**: 3
**LUMO energy (spin up / spin down)**: -4.18 / -3.89 eV